No. 1
# C41H108F6N2O17S2

A cluster of 15 separate species, C41H108F6N2O17S2 in total (ωB97M-V/def2-TZVPD, the OMol25 dataset).

CARTESIAN COORDINATES (ANGSTROEM)
N -1.328174 -3.171308 -0.200420
H -1.160353 -3.823630 0.562104
H -0.640786 -2.368113 -0.126929
H -2.290550 -2.804387 -0.320950
H -1.107447 -3.694672 -1.050975
C -0.105460 -0.662276 -2.953341
F -0.906729 -1.693685 -2.686205
F 0.619662 -0.929942 -4.020474
F -0.814133 0.403906 -3.234797
S 1.071925 -0.416685 -1.482292
O 2.114777 -1.411780 -1.590305
O 1.549796 0.935803 -1.589784
N 0.009801 -0.702626 -0.176756
S 0.825774 -0.050228 0.997522
O 2.179283 -0.505471 1.248856
O 0.624901 1.376113 1.128578
C -0.090141 -0.831071 2.485223
F -0.236846 -2.157801 2.361701
F 0.586714 -0.521124 3.570607
F -1.307666 -0.295532 2.579425
C 3.573300 2.100936 3.266456
C 4.817323 1.382977 2.752762
C 5.208900 1.847965 1.370273
O 5.898725 1.579320 3.654701
H 2.769356 2.107654 2.525581
H 3.737508 3.134550 3.576853
H 3.133841 1.621151 4.147478
H 4.547871 0.320159 2.720735
H 4.335902 1.842562 0.720936
H 6.052766 1.301921 0.949592
H 5.579362 2.874457 1.468803
H 5.691460 1.229498 4.523837
C -0.455649 -1.969952 -7.370141
C 0.734406 -2.689814 -8.008156
C 1.026804 -4.100273 -7.519599
O 0.512322 -2.790524 -9.430949
H -1.383535 -2.542096 -7.382174
H -0.606240 -1.048532 -7.929377
H -0.176684 -1.777863 -6.334101
H 1.612074 -2.046108 -7.877716
H 1.083831 -4.099478 -6.426815
H 1.917532 -4.571928 -7.942912
H 0.257015 -4.820831 -7.812448
H 1.102509 -3.465619 -9.770417
C 4.583908 -1.867602 -6.693406
C 4.555123 -0.360084 -6.481582
C 3.172233 0.095768 -6.010357
O 5.505703 -0.098598 -5.449099
H 5.545097 -2.115514 -7.157589
H 3.926991 -2.229636 -7.494679
H 4.459081 -2.418413 -5.765830
H 4.857472 0.202980 -7.363389
H 3.011720 1.173314 -5.999982
H 2.977010 -0.298355 -5.011860
H 2.406660 -0.304658 -6.683997
H 5.172432 -0.416798 -4.592884
C -0.512846 4.839827 -0.186115
C 0.574406 4.609408 0.884965
C 1.944425 4.167663 0.338090
O 0.858095 5.856442 1.525530
H -0.287950 5.734147 -0.775419
H -1.453758 5.075736 0.311349
H -0.552580 4.028633 -0.913347
H 0.215501 3.868804 1.597273
H 2.638477 4.063865 1.174367
H 2.465253 4.789752 -0.392385
H 1.888482 3.176864 -0.122854
H 1.240499 6.467781 0.891224
C -4.786735 0.927438 -0.707600
C -3.260357 1.083840 -0.747508
C -2.743548 1.987657 0.347911
O -2.723357 -0.224725 -0.664891
H -5.225142 1.918817 -0.844924
H -5.165560 0.531444 0.238477
H -5.142805 0.303115 -1.528532
H -3.101033 1.508538 -1.746036
H -2.803707 1.521060 1.332036
H -3.186287 2.983654 0.330440
H -1.677412 2.183221 0.190006
H -1.765280 -0.283549 -0.487288
C 6.911796 -2.080470 -3.291411
C 5.642979 -2.159537 -2.485635
C 5.796339 -1.420367 -1.128767
O 4.546084 -1.547724 -3.188883
H 7.750585 -2.583498 -2.813209
H 7.088974 -1.049189 -3.592541
H 6.795416 -2.662731 -4.212445
H 5.337019 -3.193774 -2.301356
H 6.434148 -1.965266 -0.429409
H 4.824539 -1.350943 -0.636572
H 6.246776 -0.446324 -1.312904
H 3.840156 -1.464744 -2.533716
C 3.920976 3.729764 -3.496418
C 2.638186 4.228404 -4.185877
C 1.541475 4.539688 -3.203966
O 2.832520 5.405539 -4.943227
H 4.360270 4.434651 -2.788055
H 4.709820 3.555493 -4.239333
H 3.804049 2.737120 -3.058051
H 2.364286 3.393346 -4.844361
H 1.329720 3.711431 -2.527981
H 0.616029 4.752461 -3.742595
H 1.868278 5.421868 -2.652455
H 3.602560 5.319864 -5.513790
C -3.550494 -2.060077 -3.997463
C -4.100537 -0.645606 -4.108626
C -4.081240 -0.206053 -5.579769
O -5.498865 -0.747252 -3.772824
H -3.632737 -2.408203 -2.964000
H -2.510381 -2.135549 -4.302612
H -4.128475 -2.754820 -4.605357
H -3.625515 0.143750 -3.521986
H -4.641036 0.724010 -5.692227
H -4.558661 -0.946706 -6.223160
H -3.060656 -0.119978 -5.965281
H -5.873610 0.134972 -3.866652
C -1.989282 -0.360858 7.272885
C -3.061054 -1.031660 6.434958
C -2.562644 -2.268428 5.690223
O -4.159121 -1.372371 7.302818
H -1.078630 -0.217353 6.678797
H -1.666047 -1.056322 8.050399
H -2.274432 0.606858 7.682993
H -3.476455 -0.353311 5.681217
H -3.435685 -2.665465 5.176687
H -2.228183 -3.037048 6.391299
H -1.682776 -1.974183 5.126465
H -4.382299 -0.536421 7.726727
C 0.039684 -4.358862 4.934221
C 1.313037 -4.725985 5.710649
C 1.162905 -4.294928 7.179419
O 1.467667 -6.130573 5.629685
H -0.828009 -4.793143 5.436168
H 0.017747 -4.798843 3.934036
H -0.061652 -3.282797 4.816407
H 2.204101 -4.297761 5.254513
H 1.308323 -3.225658 7.346129
H 1.983215 -4.714906 7.767881
H 0.219631 -4.665094 7.579143
H 0.667063 -6.593728 5.890548
C -5.057527 -4.525892 1.264326
C -4.875044 -3.021576 1.135981
C -4.176600 -2.454634 2.341381
O -4.153951 -2.800509 -0.083067
H -4.111355 -5.009057 1.518517
H -5.497626 -5.015065 0.396606
H -5.759156 -4.731957 2.077137
H -5.863307 -2.550690 1.068418
H -3.227880 -2.959385 2.551486
H -4.775198 -2.586234 3.245740
H -3.978474 -1.381002 2.284783
H -4.048776 -1.833107 -0.161589
C 1.135652 4.739921 4.592148
C 0.112491 3.950745 5.417253
C -0.420648 2.777355 4.643142
O 0.598796 3.506223 6.688076
H 1.601646 4.207263 3.766289
H 1.871419 5.146211 5.291525
H 0.704144 5.627931 4.125682
H -0.683964 4.663956 5.667488
H -0.811660 3.193001 3.712006
H -1.073411 2.066187 5.146998
H 0.407769 2.122555 4.344476
H 1.056340 4.233626 7.119078
C -3.702310 1.759435 3.743846
C -5.205123 1.941073 3.630387
C -5.760766 1.375812 2.329887
O -5.836542 1.306281 4.738996
H -3.278095 2.072761 4.700833
H -3.204993 2.514454 3.129035
H -3.440292 0.719415 3.553363
H -5.355700 3.025555 3.690787
H -6.843259 1.472701 2.250876
H -5.503348 0.323903 2.175257
H -5.289239 1.862781 1.469659
H -6.767145 1.547796 4.747727

Cartesian forces (eV/Å) of the 3 atoms listed first:
N 1.14 -0.07 -0.94
H -0.61 0.26 0.31
H -0.40 -0.21 -0.01

Its net charge is 0. Its frontier orbital gap is 8.84 eV. Its lowest unoccupied orbital energy is -0.6202 eV.

Results of the Mulliken charge analysis, in e, for atoms 1 through 2: N 0.425; H 0.455

=====

No. 2
# C41H111N11O12

A cluster of 10 separate species, C41H111N11O12 in total (ωB97M-V/def2-TZVPD, the OMol25 dataset).

CARTESIAN COORDINATES (ANGSTROEM)
C -3.559983 0.967901 -3.789194
C -2.442421 1.892279 -3.245002
C -3.096839 3.249927 -3.069396
O -2.279884 4.206557 -2.461274
C -2.945488 5.356812 -2.027399
N -1.915760 1.409909 -1.907385
H -3.980678 1.377867 -4.737194
H -4.412745 0.969654 -3.062931
H -3.390557 -0.045864 -4.077964
H -1.613180 1.896870 -3.989149
H -4.025962 3.237331 -2.472359
H -3.539406 3.656374 -4.003886
H -2.171461 6.073369 -1.758797
H -3.671508 5.035865 -1.240618
H -3.604051 5.843333 -2.804932
H -2.678742 1.132579 -1.347538
H -1.366100 2.057522 -1.382421
C -4.545018 -3.206504 -2.083890
C -4.018951 -3.440028 -0.648997
C -3.704473 -2.037271 -0.073575
O -3.783561 -1.988553 1.365929
C -2.665859 -2.512947 2.008579
N -5.106388 -4.058765 0.048902
H -5.584313 -2.879526 -1.955167
H -4.551277 -4.120805 -2.675991
H -4.101003 -2.410915 -2.696946
H -3.196270 -4.143855 -0.620166
H -4.568004 -1.404440 -0.351161
H -2.758174 -1.675189 -0.421214
H -2.413953 -3.493225 1.603584
H -2.999077 -2.601778 3.068189
H -1.871985 -1.787760 1.959879
H -5.680332 -3.346201 0.483001
H -4.709697 -4.465442 0.907113
C -1.621493 4.942949 4.518786
C -1.147047 4.200281 3.255573
C -0.664175 5.227985 2.221806
O -0.642506 4.464400 1.045559
C 0.138238 5.093002 0.056142
N -0.033946 3.260145 3.544697
H -0.819224 5.337734 5.058379
H -2.160241 4.253140 5.248639
H -2.275932 5.697767 4.036142
H -2.058405 3.791289 2.827536
H 0.358758 5.673026 2.556732
H -1.332327 6.106421 2.196175
H -0.365602 5.970109 -0.391545
H 0.297219 4.399715 -0.729451
H 1.092590 5.322458 0.446765
H -0.338566 2.527388 4.185149
H 0.147182 2.725260 2.721626
C 4.483007 0.940190 1.365609
C 3.750458 1.958840 2.207877
C 3.245580 3.112030 1.364637
O 4.202196 3.786697 0.591795
C 4.948499 4.718558 1.384725
N 2.595629 1.397889 2.945780
H 5.408646 1.360042 0.892412
H 3.779373 0.553976 0.654436
H 4.851658 0.013460 1.893995
H 4.404069 2.232325 3.027943
H 2.697848 3.762332 2.087250
H 2.514185 2.678749 0.671911
H 5.456228 5.466515 0.781920
H 5.696304 4.216000 2.001187
H 4.233285 5.207647 2.041268
H 1.985529 0.911833 2.281155
H 2.089399 2.124085 3.456541
C -2.350223 -0.489434 5.498375
C -0.848934 -0.322595 5.729242
C 0.016062 -0.562282 4.414019
O -0.055861 -1.874986 3.971365
C 0.852454 -2.675067 4.687848
N -0.572064 1.180922 5.958955
H -3.072765 -0.282125 6.372122
H -2.484851 -1.521545 5.304212
H -2.660112 0.191662 4.657359
H -0.414020 -0.953669 6.518652
H 1.097770 -0.134683 4.617307
H -0.378903 0.048029 3.570221
H 0.537361 -3.733079 4.556272
H 0.941482 -2.469524 5.726902
H 1.817948 -2.702541 4.211810
H -1.215017 1.499581 6.642135
H 0.337346 1.468279 6.316126
C 3.693618 1.956711 -2.350791
C 5.125392 1.978806 -2.875701
C 5.200509 1.956509 -4.423707
O 4.362086 0.879733 -4.868522
C 4.419534 0.775719 -6.292372
N 5.795080 3.144720 -2.466124
H 3.125116 1.148396 -2.787624
H 3.182281 2.902796 -2.578634
H 3.674227 1.851681 -1.265593
H 5.686554 1.109256 -2.431910
H 6.233878 1.950897 -4.716030
H 4.660690 2.833293 -4.789892
H 5.338629 0.299929 -6.625106
H 4.286500 1.737044 -6.824301
H 3.613582 0.073146 -6.622817
H 5.714009 3.313586 -1.488032
H 5.321391 3.975538 -2.783118
C -5.827268 1.071421 1.044887
C -4.540095 1.759922 0.679887
C -4.371839 3.104640 1.467932
O -5.623899 3.812361 1.403351
C -5.510647 5.083338 1.980574
N -3.301260 0.989659 0.931341
H -5.759773 0.599832 2.046181
H -5.848565 0.232807 0.380991
H -6.626711 1.746539 0.962850
H -4.551254 2.092273 -0.384830
H -3.522252 3.732298 1.044450
H -4.101527 2.865365 2.481240
H -6.557471 5.253372 2.234024
H -5.058254 5.851013 1.218411
H -5.042183 5.134492 2.939286
H -3.389278 0.060103 1.297432
H -2.454760 1.492979 1.212423
C 3.034257 -2.814069 -4.257281
O 3.049748 -2.489027 -2.895572
C 4.380083 -2.080079 -2.540940
C 4.347039 -1.724194 -1.077288
N 3.795239 -2.775261 -0.264818
C 4.321523 -2.738240 1.103665
C 3.926955 -3.923295 1.883847
O 2.489819 -4.043954 1.890990
C 2.046672 -5.322754 2.305981
H 3.750480 -3.635475 -4.355359
H 3.227592 -1.894148 -4.837097
H 2.045202 -3.198422 -4.584844
H 4.654143 -1.277601 -3.249373
H 5.103710 -2.853457 -2.807782
H 3.799503 -0.762767 -1.049679
H 5.336582 -1.385302 -0.712126
H 2.811683 -2.636194 -0.262598
H 3.917320 -1.812376 1.591365
H 5.378116 -2.641499 1.070503
H 4.217539 -3.871230 2.917635
H 4.402528 -4.826713 1.470686
H 2.557008 -5.595070 3.235642
H 2.253707 -6.135958 1.540133
H 0.913663 -5.248456 2.492639
C -0.251275 -0.675511 -4.764644
O -0.175403 -1.978880 -4.204767
C -1.396857 -2.514296 -3.713669
C -0.926685 -3.869440 -3.162210
N 0.150535 -3.697743 -2.151318
C 0.574516 -5.007743 -1.542473
C -0.074811 -5.497419 -0.259470
O -1.425864 -5.905279 -0.471534
C -1.730530 -7.198839 -0.864714
H -0.680125 0.162023 -4.208803
H -0.811566 -0.707813 -5.674192
H 0.794633 -0.406932 -4.968418
H -2.177398 -2.709087 -4.501835
H -1.786968 -1.860720 -2.895735
H -0.578985 -4.439391 -4.009987
H -1.773273 -4.502357 -2.697084
H 0.878146 -3.224259 -2.661569
H 1.651528 -4.929237 -1.417943
H 0.403706 -5.735367 -2.361222
H -0.036280 -4.695075 0.486681
H 0.462565 -6.390083 0.015113
H -2.840992 -7.304600 -0.889724
H -1.181297 -7.971051 -0.262398
H -1.467681 -7.377854 -1.983971
C 0.264540 -0.953276 0.339406
O 0.305288 0.029793 1.080528
N -0.078787 -0.905010 -0.938425
N 0.819398 -2.196312 0.612687
H -0.723516 -0.216256 -1.304899
H -0.271383 -1.809188 -1.342695
H 0.553850 -2.977839 0.024624
H 0.913877 -2.465823 1.593408

Cartesian forces (eV/Å) of the 3 atoms listed first:
C -1.38 1.25 0.11
C 0.28 -0.61 1.00
C -1.44 1.25 -0.42

Its net charge is 0. Its frontier orbital gap is 9.08 eV. The relative energy (zero: lowest compared OMol25 entry of this formula, charge and spin) is 151.98 kJ/mol. Its lowest unoccupied orbital energy is 0.7033 eV.

Results of the Mulliken charge analysis, in e, for atoms 1 through 2: C -1.217; C 0.446